Record 1
Below is a single C20H21N3O3 molecule, with properties calculated with ωB97M-V with the def2-TZVPD basis set.

Element x y z (Å)
O (-2.36, 2.17, -1.83)
O (1.61, 2.24, 1.99)
O (-1.88, 3.20, 0.14)
N (-0.21, 1.33, 0.97)
N (-2.09, -3.36, 0.53)
N (1.39, -0.86, 0.10)
C (-0.74, -4.12, 2.49)
C (-2.52, -2.14, 0.03)
C (1.14, 0.44, -2.38)
C (-1.29, -3.19, 1.61)
C (2.06, 0.34, 0.50)
C (1.41, 2.92, -3.65)
C (-0.60, -1.35, 2.90)
C (-2.24, 0.23, 0.53)
C (-1.16, -1.81, 1.76)
C (0.54, 0.66, -3.63)
C (1.17, 1.33, 1.23)
C (0.60, 1.92, -4.24)
C (-1.02, 1.02, -0.16)
C (-0.32, -3.60, 3.71)
C (1.99, 1.42, -1.85)
C (-1.81, 2.19, -0.75)
C (-1.98, -1.19, 0.80)
C (2.12, 2.72, -2.46)
C (-0.18, -2.23, 3.91)
C (2.85, 1.16, -0.57)
H (1.97, -1.49, -0.57)
H (3.22, 2.11, -0.20)
H (3.77, 0.47, -0.81)
H (1.48, 3.90, -4.08)
H (0.28, -1.88, 4.81)
H (2.92, 3.42, -2.15)
H (0.26, 2.04, -5.20)
H (-0.50, -0.31, 3.08)
H (0.33, -4.17, 4.30)
H (-0.90, -5.17, 2.24)
H (0.81, -0.26, -1.74)
H (-3.23, -2.15, -0.86)
H (0.11, -0.13, -4.22)
H (2.81, 0.14, 1.24)
H (-3.16, 0.31, -0.13)
H (-0.66, 0.39, -0.94)
H (-2.56, 0.77, 1.36)
H (1.33, -1.40, 0.94)
H (-2.16, -4.19, -0.03)
H (-2.15, 4.01, -0.33)
H (-0.48, 2.12, 1.61)

The SMILES is N[C@@H](Cc1ccccc1)C(=O)N[C@@H](Cc1c[nH]c2ccccc12)C(=O)O. The calculation puts the energy relative to the best compared isomer or geometry (same formula, charge and spin) at 4.514 eV. As for the largest force on an atom: 3.93 eV Å⁻¹. The calculation puts the electronic energy at -31692.154 eV. The HOMO energy is -7.99 eV.

---

Record 2
Below is a single C20H21N3O3 molecule, with properties calculated with ωB97M-V with the def2-TZVPD basis set.

Element x y z (Å)
O (2.20, 2.41, -0.51)
O (-1.18, 2.62, 0.88)
O (-1.64, -1.59, -0.56)
N (5.04, -1.80, 1.22)
N (-3.53, -0.45, -0.80)
N (-2.12, 1.78, 0.59)
C (-4.32, -2.00, -1.13)
C (6.37, -2.05, -0.79)
C (-1.77, 0.79, -0.05)
C (-6.70, -0.46, 0.20)
C (1.24, 3.16, 0.05)
C (5.77, -0.78, -1.22)
C (-5.58, 0.43, 0.58)
C (-0.21, 0.97, -0.57)
C (-0.02, 2.31, -0.20)
C (4.37, -0.91, 0.56)
C (5.95, -2.55, 0.47)
C (2.56, 0.74, 1.09)
C (-4.49, 0.58, -0.68)
C (2.95, 1.30, -0.06)
C (-2.21, -0.58, -0.56)
C (-6.27, -1.99, 0.65)
C (-4.96, -2.21, 0.30)
C (3.28, -0.38, 1.76)
C (4.65, -0.30, -0.62)
C (3.96, 0.96, -0.95)
H (-3.98, 1.49, -0.62)
H (-5.10, 0.53, -1.74)
H (4.09, 1.41, -1.90)
H (-6.47, -2.13, 1.81)
H (-6.04, 1.38, 0.83)
H (7.12, -2.42, -1.28)
H (1.55, 3.11, 1.17)
H (0.35, 0.14, -1.15)
H (-7.01, -2.75, 0.22)
H (6.34, -3.28, 1.10)
H (-3.56, -2.40, -1.38)
H (-4.99, 0.29, 1.31)
H (-5.01, -3.40, 0.10)
H (-5.14, -1.69, -1.88)
H (5.98, -0.50, -2.15)
H (-4.27, -2.19, 1.21)
H (-7.55, -0.15, 1.01)
H (3.11, -0.98, 2.58)
H (1.65, 1.19, 1.78)
H (-6.85, -0.33, -0.82)
H (1.15, 3.88, -0.44)

The SMILES is O=C(c1cc(COc2ccc3ncccc3c2)on1)N1CCCCCC1. The calculation puts the energy relative to the best compared isomer or geometry (same formula, charge and spin) at 18.734 eV. As for the largest force on an atom: 16.47 eV Å⁻¹. The calculation puts the electronic energy at -31677.934 eV. The HOMO energy is -8.07 eV.

---

Record 3
Below is a single C20H21N3O4S molecule, with properties calculated with ωB97M-V with the def2-TZVPD basis set.

Element x y z (Å)
S (-3.95, 0.63, -0.36)
O (-0.50, 2.51, -2.61)
O (3.30, -0.58, 0.19)
O (3.34, -0.88, 2.41)
O (1.90, -5.07, 4.39)
N (-2.67, 2.10, -2.04)
N (1.03, -2.71, 2.95)
N (-1.28, 0.86, -0.67)
C (1.25, -3.97, 5.00)
C (2.71, -0.84, 1.38)
C (-1.40, 3.86, -4.93)
C (-1.81, 4.73, -5.93)
C (-3.00, 5.42, -5.80)
C (0.28, -3.27, 4.05)
C (0.47, -1.76, 2.14)
C (2.11, -4.88, 3.00)
C (4.70, -0.33, 0.24)
C (1.25, -0.97, 1.26)
C (-0.92, -1.56, 2.12)
C (2.25, -3.41, 2.63)
C (-3.39, 4.37, -3.67)
C (-1.69, 2.72, -2.77)
C (0.62, -0.13, 0.34)
C (-3.79, 5.24, -4.67)
C (-1.53, -0.71, 1.23)
C (-0.76, 0.00, 0.29)
C (-2.53, 1.18, -1.00)
C (-2.19, 3.67, -3.80)
H (2.00, -3.24, 5.35)
H (1.23, 0.45, -0.33)
H (-1.55, -2.11, 2.80)
H (3.03, -5.42, 2.75)
H (4.99, -0.07, -0.78)
H (0.72, -4.37, 5.87)
H (-4.71, 5.79, -4.56)
H (-0.47, 3.33, -5.01)
H (2.44, -3.33, 1.55)
H (-3.64, 2.29, -2.26)
H (-0.57, 1.33, -1.25)
H (3.11, -2.97, 3.16)
H (-1.19, 4.87, -6.80)
H (4.91, 0.48, 0.93)
H (-4.00, 4.27, -2.78)
H (-2.60, -0.59, 1.25)
H (1.28, -5.32, 2.44)
H (-0.47, -4.00, 3.71)
H (-0.23, -2.47, 4.59)
H (5.23, -1.23, 0.56)
H (-3.32, 6.10, -6.57)

The SMILES is COC(=O)c1cc(NC(=S)NC(=O)c2ccccc2)ccc1N1CCOCC1. The calculation puts the energy relative to the best compared isomer or geometry (same formula, charge and spin) at 1.758 eV. As for the largest force on an atom: 1.20 eV Å⁻¹. The calculation puts the electronic energy at -44576.959 eV. The HOMO energy is -7.47 eV.